No. 1
C45H37BiCl2N9O3S | the ωB97M-V functional and the def2-TZVPD basis

Geometry as XYZ:
```
98
Properties=species:S:1:pos:R:3:forces:R:3
C -0.384 -4.194 -2.595 -0.06 0.00 -0.07
C 3.639 5.066 1.010 0.00 0.00 -0.01
C 0.882 -3.602 -0.795 -0.10 0.05 -0.10
C -4.407 -3.972 0.906 0.04 0.04 0.01
H -2.564 4.575 -0.774 0.01 0.07 0.04
H -0.820 3.162 5.375 0.02 -0.03 0.00
H -1.183 4.180 3.030 0.04 0.01 0.00
H 4.159 3.319 2.170 0.01 -0.01 0.02
C -0.305 -2.739 -2.446 0.17 -0.08 0.17
H 0.946 -0.425 2.947 -0.01 0.01 0.04
H -3.546 2.846 0.427 -0.03 -0.07 -0.01
H -5.332 -4.531 0.917 -0.01 -0.01 0.00
H -0.979 1.583 4.636 -0.03 -0.08 -0.02
H -1.051 -4.282 0.736 0.00 -0.01 0.01
C -0.668 2.609 4.442 -0.01 0.06 0.05
N 3.130 0.646 1.418 0.05 -0.07 0.05
H -2.577 3.436 3.825 -0.01 0.00 0.03
C 0.501 -6.112 -1.411 0.00 0.02 -0.04
H -1.661 5.917 1.272 -0.02 0.00 -0.01
C 3.009 -0.676 1.319 -0.03 0.02 0.03
S -1.943 2.167 1.986 0.15 -0.15 0.01
C 0.363 -4.739 -1.558 0.04 -0.05 0.08
H 3.815 -4.994 1.860 -0.01 -0.02 0.00
H -3.101 -5.678 0.751 0.00 -0.02 0.00
C -0.814 1.561 -3.971 0.02 0.06 -0.03
C -1.177 2.667 -4.722 -0.03 -0.04 0.02
N 1.536 1.164 -0.303 0.06 0.07 0.03
C 3.891 -1.591 2.018 0.05 0.02 0.05
H -0.075 -7.999 -2.238 -0.01 -0.02 0.00
C 1.252 2.286 -1.020 0.20 -0.07 0.14
N 1.752 -3.745 0.184 0.04 -0.01 0.04
H -3.237 -0.800 0.956 0.03 -0.01 0.04
N 2.108 -1.382 0.584 0.08 -0.08 -0.04
C -2.311 1.153 -6.241 -0.01 0.03 -0.01
H -1.272 3.440 -0.509 -0.01 0.00 0.01
C -3.234 -1.883 0.943 -0.13 0.04 -0.11
C -1.588 3.238 3.401 -0.06 0.08 0.01
H -2.241 3.286 -6.474 -0.01 0.00 -0.01
C 2.084 4.748 -0.825 0.01 0.00 0.03
C -0.042 1.401 -2.735 -0.07 0.04 0.04
C -2.030 -3.824 0.798 -0.01 0.01 -0.02
C -1.933 2.446 -5.864 -0.01 -0.02 -0.02
C -3.048 0.279 -1.482 -0.29 -0.07 0.09
C -3.175 -4.601 0.814 -0.03 -0.02 0.02
C -1.941 0.048 -5.489 0.00 0.02 0.05
C 4.970 -1.391 2.874 -0.05 -0.02 -0.04
N -2.061 -2.496 0.846 0.14 0.06 -0.04
N 0.510 2.429 -2.097 -0.09 0.02 -0.12
O -2.461 0.894 -0.547 0.12 0.14 0.16
C -0.907 -6.372 -3.370 0.00 -0.02 0.01
C 2.362 -2.709 0.753 0.00 0.02 -0.01
C 0.809 2.647 4.066 0.03 0.01 -0.01
H 0.996 2.110 3.139 0.00 -0.02 -0.02
H 0.517 -2.106 2.564 -0.01 0.01 0.03
H 1.415 2.194 4.852 0.01 0.00 0.01
H -1.601 -4.561 -4.327 -0.02 0.01 -0.01
H 1.151 3.676 3.927 0.00 0.02 -0.01
C 0.187 -1.068 2.503 -0.03 0.01 0.06
H -1.406 -7.035 -4.066 0.00 -0.01 -0.01
H 1.096 -6.525 -0.607 0.01 -0.01 0.02
C 2.903 5.572 -0.070 -0.01 0.02 0.01
H 1.519 5.120 -1.669 -0.02 0.01 -0.01
H -2.910 1.017 -7.133 0.00 0.00 -0.01
H 2.977 6.624 -0.314 0.01 0.00 0.00
H -3.293 4.083 1.687 -0.05 0.01 -0.04
C -1.908 4.165 0.000 -0.02 -0.08 -0.06
C -1.186 0.273 -4.349 -0.03 -0.02 -0.07
N -0.791 -1.931 -3.362 -0.06 0.03 -0.13
C -1.026 -5.001 -3.524 0.03 0.02 0.02
C -0.151 -6.922 -2.326 -0.01 -0.01 -0.02
N 0.405 -2.444 -1.317 0.00 -0.20 -0.16
N 0.026 0.105 -2.397 0.17 -0.09 -0.08
H -3.635 0.923 -2.182 0.07 -0.05 -0.02
C 5.202 -3.804 3.007 0.02 0.02 0.01
C 2.002 3.413 -0.458 -0.07 0.03 -0.05
H -2.241 -0.955 -5.762 0.01 -0.02 -0.01
C -1.066 5.270 0.621 0.07 0.05 0.00
C 2.463 1.473 0.647 -0.08 0.09 -0.13
O -3.055 -0.943 -1.674 0.04 0.00 -0.13
C 3.482 -2.876 1.662 0.01 -0.08 0.03
C -2.801 3.414 0.975 0.03 0.02 0.01
O -0.599 1.878 1.359 -0.04 0.00 0.02
H -0.622 5.897 -0.152 0.01 0.00 -0.02
H 5.730 -4.658 3.413 0.01 0.00 0.01
Bi -0.134 -0.529 0.180 -0.35 0.25 0.13
H -0.884 3.663 -4.417 0.01 0.02 0.01
Cl -1.267 -0.961 3.585 0.07 0.08 -0.08
C 2.745 2.908 0.602 0.01 -0.06 0.06
C 3.580 3.724 1.351 0.00 0.03 0.00
H 5.281 -0.389 3.139 0.01 0.03 0.01
C 4.138 -4.003 2.148 -0.02 0.06 0.00
H -0.240 4.862 1.204 0.02 -0.03 0.01
C -0.634 -0.619 -3.324 -0.04 0.05 0.02
H 4.270 5.736 1.579 0.01 0.01 0.01
C 5.614 -2.509 3.367 0.01 -0.04 0.02
Cl -5.926 -1.734 1.102 0.01 0.00 0.00
H 6.452 -2.391 4.042 0.01 -0.01 0.01
C -4.422 -2.593 0.981 -0.01 -0.07 0.03
```
Forces are in eV/Å.

Net charge   -1
HOMO-LUMO gap (alpha / beta)   4.90 / 5.06 eV
Spin multiplicity   1
Electronic energy   -108543.0044 eV
Highest occupied orbital energy (alpha / beta)   -3.718 / -3.812 eV

---

No. 2
C25H29N5O4 | the ωB97M-V functional and the def2-TZVPD basis

Geometry as XYZ:
```
63
Properties=species:S:1:pos:R:3:forces:R:3
H -1.090 -3.545 -1.890 -0.05 -0.08 -0.06
H -7.105 1.810 -0.867 -0.06 0.07 -0.02
H 5.738 -1.739 -1.714 -0.01 -0.06 0.00
H 1.025 -2.582 1.683 0.06 0.00 0.09
H 1.762 1.710 3.114 -0.05 0.10 0.07
H 3.128 0.754 3.713 0.06 0.00 0.10
C 2.529 0.990 2.839 -0.23 -0.31 -0.24
C -0.069 -0.513 -0.776 0.13 -0.07 -0.03
N 1.454 1.200 -1.378 0.51 1.02 0.34
C 0.550 -2.256 0.772 0.16 0.19 0.27
C -0.579 1.985 -0.343 0.40 0.20 -0.17
N 1.540 2.940 0.178 0.01 0.15 0.22
H -0.416 0.991 -2.249 0.07 -0.05 0.20
C 3.494 0.823 -1.686 -0.49 0.24 0.01
H 6.105 -0.562 0.372 -0.12 0.07 -0.03
N 2.306 0.404 -2.054 0.17 -0.71 -0.55
C -2.063 2.035 -0.289 0.09 0.10 0.09
H -4.124 -3.505 -0.331 0.00 0.02 0.02
H 2.658 -1.007 2.027 -0.12 0.00 0.00
C -5.013 1.452 -0.639 0.08 0.06 -0.01
C -6.700 -0.231 -0.379 -0.08 0.10 -0.02
C -4.389 -0.812 -0.075 0.11 0.06 0.03
C 4.753 0.150 -2.100 -0.05 -0.26 -0.04
N -2.661 0.812 -0.356 0.20 -0.39 0.01
H -0.053 4.949 0.855 0.02 0.09 -0.01
H -2.681 -3.471 0.714 -0.12 -0.02 0.00
C -0.639 -2.811 -1.240 0.01 -0.16 -0.02
H -4.727 2.470 -0.842 0.02 0.02 0.00
H 0.068 3.829 2.216 0.11 -0.01 0.07
O -3.346 -1.660 0.209 -0.23 0.61 -0.14
H -7.737 -0.530 -0.387 -0.09 -0.02 0.00
C -6.346 1.076 -0.647 -0.12 -0.14 0.01
H 3.981 -1.750 -1.466 0.04 -0.03 0.01
C 1.885 -0.280 2.305 0.28 -0.03 0.40
H 1.233 -0.724 3.070 0.07 -0.02 -0.12
H 3.171 1.428 2.078 0.11 0.05 -0.05
H 5.334 -2.769 0.681 -0.06 0.03 0.06
C 4.893 -1.165 -1.323 0.06 0.09 0.22
C 2.171 2.041 -0.617 0.18 -0.43 -0.61
O 4.780 -2.035 0.970 0.01 -0.43 0.19
H -1.435 3.940 1.275 0.08 0.05 0.05
H -0.012 -4.237 0.228 0.00 -0.08 0.03
C 5.080 -0.908 0.174 0.05 0.17 -0.34
C -0.038 -3.195 -0.057 -0.04 -0.01 -0.16
H -4.280 -3.080 1.398 0.01 0.02 -0.05
C 0.167 2.910 0.301 -0.33 -0.07 -0.02
C -3.642 -3.000 0.512 0.00 -0.26 0.08
C -4.025 0.521 -0.356 -0.29 -0.08 0.02
H 2.093 3.558 0.747 -0.04 -0.06 -0.06
O 1.116 0.074 1.167 -0.10 -0.01 -0.26
H -2.073 -0.009 -0.277 -0.04 0.17 0.05
C 0.043 0.928 -1.250 -0.20 -0.38 0.03
H 4.391 -0.128 0.500 0.08 0.01 0.01
H 4.713 -0.064 -3.169 0.09 0.07 0.00
C -0.644 -1.474 -1.594 0.13 0.11 0.19
H -6.020 -2.191 0.118 0.03 -0.10 0.03
H -1.096 -1.165 -2.525 -0.04 0.08 -0.11
C 0.548 -0.909 0.423 -0.25 -0.13 -0.14
N 3.462 1.850 -0.794 0.01 0.52 0.46
O -2.687 3.080 -0.208 -0.20 0.08 -0.05
C -5.724 -1.176 -0.093 0.15 -0.18 0.05
C -0.353 3.967 1.220 -0.18 -0.03 0.00
H 5.595 0.809 -1.888 0.00 0.05 -0.10
```
Forces are in eV/Å.

HOMO-LUMO gap   8.58 eV
Spin multiplicity   1
Electronic energy   -42036.7831 eV
SMILES string   CCOc1ccccc1[C@H]1C(C(=O)Nc2ccccc2OC)=C(C)Nc2nc(CCCO)nn21
Highest occupied orbital energy   -7.879 eV

---

No. 3
C25H24OS2 | the ωB97M-V functional and the def2-TZVPD basis

Geometry as XYZ:
```
52
Properties=species:S:1:pos:R:3:forces:R:3
C -2.134 1.797 -3.139 0.00 0.21 0.27
C -3.728 -3.127 -3.365 -0.06 0.24 0.09
H 0.097 1.893 4.093 0.06 -0.18 -0.08
H -0.625 2.761 -4.335 -0.34 0.06 0.06
C -2.040 -0.277 1.965 1.44 -0.35 -0.19
C -6.288 1.703 1.877 -0.37 -0.13 0.18
H -8.707 -1.158 2.916 0.15 0.23 -0.04
H 2.031 -0.415 1.860 -0.03 0.03 -0.09
H -4.736 3.358 -1.582 0.33 -0.02 -0.11
C -2.108 4.173 -3.609 0.08 -0.26 0.33
C -6.052 0.391 1.443 0.12 0.06 -0.04
H -9.029 1.150 3.833 0.20 -0.06 -0.26
C 0.783 1.477 3.349 0.13 0.15 0.01
H -6.782 -1.629 1.387 -0.10 0.26 0.24
H -2.963 -1.583 -0.427 -0.48 -0.21 -0.64
H -1.648 5.037 -4.095 -0.18 -0.28 0.17
C -8.219 0.943 3.132 0.17 0.02 -0.27
C -6.958 -0.623 1.777 0.18 0.24 0.13
H 0.105 -0.568 3.373 -0.25 0.07 -0.19
H -4.657 -1.007 0.503 -0.22 0.32 0.03
H 0.998 2.261 2.612 -0.02 -0.14 0.14
H 1.716 1.200 3.847 -0.07 0.07 -0.06
C -8.030 -0.352 2.635 0.19 0.23 -0.19
H -4.092 0.166 -4.193 -0.03 -0.31 0.25
H -1.704 0.806 -3.293 -0.06 0.28 0.17
C -3.916 -0.715 -3.569 -0.26 0.02 0.41
C -3.679 -0.556 -2.180 0.28 -0.46 -0.31
H 0.624 -1.045 0.977 0.21 0.37 0.21
H -4.147 -2.092 -5.216 0.08 0.07 0.27
C -3.442 -2.980 -2.006 0.09 0.16 -0.23
C 0.200 0.258 2.656 -0.03 0.50 0.43
S -1.701 -1.835 1.574 -0.12 0.18 0.22
H -3.672 5.328 -2.667 0.05 -0.35 -0.10
H -7.547 3.007 3.047 0.06 -0.37 -0.03
S -3.636 0.284 2.275 -0.61 1.07 0.82
C -3.821 3.229 -2.164 0.30 -0.13 -0.22
H -4.272 2.032 0.092 0.27 -0.19 -0.15
C -4.697 0.046 0.800 -0.42 -0.51 -0.08
C -7.372 1.980 2.716 -0.02 -0.30 -0.13
C -3.251 1.945 -2.291 0.14 0.61 -0.36
H -5.609 2.507 1.591 -0.20 -0.24 0.16
C 1.032 -0.165 1.488 0.44 -0.23 -0.72
C -3.744 0.778 -1.506 -0.50 -0.01 0.71
C -3.244 4.332 -2.804 0.13 -0.22 -0.14
C -4.227 0.997 -0.246 0.35 0.10 -1.36
O -1.136 0.688 2.260 -0.82 -1.19 0.00
H -3.277 -3.851 -1.370 0.12 0.21 -0.25
C -1.540 2.899 -3.755 -0.42 0.17 0.10
C -3.351 -1.704 -1.448 0.01 0.05 0.14
C -3.944 -1.986 -4.150 0.10 0.03 0.38
H -3.754 -4.119 -3.819 -0.06 0.28 0.14
H 1.133 0.652 0.762 -0.04 -0.12 0.16
```
Forces are in eV/Å.

HOMO-LUMO gap   8.00 eV
Spin multiplicity   1
Electronic energy   -50031.5271 eV
SMILES string   CC(C)OC(=S)S[C@H](C=C(c1ccccc1)c1ccccc1)c1ccccc1
Highest occupied orbital energy   -8.105 eV

---

No. 4
C7H11N4 | the ωB97M-V functional and the def2-TZVPD basis

Geometry as XYZ:
```
22
Properties=species:S:1:pos:R:3:forces:R:3
H -3.484 0.700 0.164 -1.54 -0.10 0.33
C -1.696 -0.469 -0.186 6.25 1.42 -0.64
C 1.142 -1.121 1.121 -0.56 0.52 -0.43
H 1.832 -0.442 -2.091 -0.85 -1.25 1.65
N -2.165 -1.687 -0.178 0.58 -4.01 -0.87
C 1.774 1.017 0.108 3.32 -0.75 -0.81
H 2.840 1.097 0.062 0.36 0.15 0.52
H 0.370 -1.901 0.911 1.28 0.24 0.39
H 2.759 -1.348 -1.204 1.04 -0.22 1.48
H 2.168 -1.373 1.362 -0.16 -0.76 0.41
H -3.142 -1.681 -0.074 -1.40 -0.60 0.06
C -1.640 1.794 -0.020 1.67 -4.26 0.59
H -1.768 2.741 0.247 -1.22 3.88 0.73
N 1.793 -1.100 -1.234 -0.41 1.41 -3.14
H -1.769 -2.647 -0.482 -0.46 2.90 0.68
C 0.896 1.974 0.035 -1.38 1.82 1.42
N 1.255 -0.324 -0.164 -2.44 0.81 0.73
H 0.721 -0.404 1.852 0.37 -0.53 -0.31
C -2.446 0.650 0.107 2.04 1.81 -1.38
H 1.008 2.989 0.389 0.26 0.13 -0.55
N -0.349 1.440 -0.180 0.43 -1.43 -1.35
C -0.101 0.095 -0.548 -7.18 -1.20 0.49
```
Forces are in eV/Å.

Net charge   +1
HOMO-LUMO gap   7.76 eV
Spin multiplicity   1
Electronic energy   -13386.1057 eV
SMILES string   C[N@+]1(N)C=Cn2ccc(N)c21
Highest occupied orbital energy   -11.255 eV

---

No. 5
C5H13NO | the ωB97M-V functional and the def2-TZVPD basis

Geometry as XYZ:
```
20
Properties=species:S:1:pos:R:3:forces:R:3
H -0.208 -0.069 -2.032 0.18 -0.46 0.07
H 1.206 -3.252 4.722 0.04 0.05 -0.02
H 0.504 -4.593 4.527 0.02 0.14 0.14
C 0.222 0.523 -1.221 -0.49 -0.39 -0.61
H 2.675 2.721 -1.531 0.62 -0.18 -0.04
N 1.096 1.493 -1.802 1.76 1.04 1.56
O 0.646 -3.890 5.173 -0.06 -0.19 -0.12
C -2.219 0.134 -0.650 -0.73 -2.60 1.10
H 0.834 -0.102 -0.566 -0.14 -0.33 -0.22
H -2.667 -0.006 -1.635 -0.38 1.56 -0.01
H 3.205 1.012 -1.659 0.16 -0.22 0.25
C -2.649 -0.825 0.207 1.10 0.35 0.34
H -3.637 -1.247 0.342 -0.02 -0.34 -1.12
H -1.912 -1.281 0.871 -0.27 0.86 0.87
H -1.320 1.948 -0.844 0.24 0.07 0.29
C 2.458 1.687 -1.246 -1.54 1.13 -0.54
H 1.135 1.838 -2.737 -1.10 -0.60 -0.47
H -0.774 1.190 0.639 -0.28 -0.34 0.27
C -1.030 0.985 -0.394 0.77 0.94 -1.95
H 2.433 1.735 -0.163 0.11 -0.50 0.20
```
Forces are in eV/Å.

HOMO-LUMO gap   8.94 eV
Spin multiplicity   1
Electronic energy   -8930.8885 eV
SMILES string   C=CCCNC.O
Highest occupied orbital energy   -8.165 eV

---

| no. | F_max (Eh/bohr) |
| --- | --- |
| 1 | 0.0088 |
| 2 | 0.0232 |
| 3 | 0.0291 |
| 4 | 0.1418 |
| 5 | 0.0568 |